Entry 1:
C26H49N3O10S5 | ωB97M-V/def2-TZVPD

LUMO	-0.02	eV
structure (SMILES)	O=S1(=O)CCCC1.O=S1(=O)CCCC1.O=S1(=O)CCCC1.O=S1(=O)CCCC1.O=S1(=O)CCCC1.CC#N.CC#N.CC#N
HOMO energy	-10.1	eV
energy	-106875.100	eV
HOMO-LUMO gap	0.3690	hartree

```
93
C26H49N3O10S5 (ωB97M-V/def2-TZVPD)
C 13.816 15.058 11.324
C 12.861 15.830 12.145
N 12.108 16.447 12.779
H 13.219 14.399 10.679
H 14.499 14.563 11.999
H 14.333 15.682 10.613
C 14.395 15.064 5.943
C 13.342 14.977 6.982
N 12.570 14.902 7.879
H 15.327 15.430 6.374
H 14.120 15.815 5.207
H 14.569 14.068 5.510
C 14.302 11.971 9.315
C 13.112 11.070 9.372
N 12.248 10.338 9.378
H 14.053 12.959 8.966
H 15.079 11.512 8.706
H 14.594 12.226 10.316
C 13.346 8.633 14.056
C 13.600 9.605 15.242
C 14.303 10.856 14.684
S 13.794 10.986 13.023
O 14.964 10.644 12.248
O 13.095 12.217 12.753
C 12.742 9.613 13.004
H 12.604 7.886 14.320
H 14.254 8.184 13.657
H 14.238 9.154 16.002
H 12.684 9.870 15.765
H 15.385 10.770 14.678
H 14.057 11.773 15.220
H 12.777 9.229 11.996
H 11.800 9.970 13.381
C 8.736 13.303 9.695
C 8.139 11.936 9.437
C 7.709 11.446 10.810
S 9.000 12.000 11.907
O 9.829 10.863 12.269
O 8.458 12.769 12.996
C 9.788 13.110 10.809
H 7.952 14.015 10.029
H 9.289 13.683 8.839
H 8.845 11.231 8.978
H 7.284 11.993 8.769
H 7.705 10.356 10.787
H 6.781 11.864 11.207
H 10.683 12.607 10.468
H 10.208 13.944 11.370
C 10.779 7.427 10.034
C 9.671 7.102 11.056
C 8.496 6.469 10.272
S 8.350 7.430 8.829
O 7.369 8.415 9.051
O 8.205 6.566 7.700
C 9.923 8.126 8.891
H 11.368 6.571 9.692
H 11.526 8.124 10.399
H 9.319 8.020 11.546
H 9.992 6.446 11.858
H 7.548 6.484 10.815
H 8.726 5.440 9.965
H 9.794 9.181 9.108
H 10.368 8.049 7.906
C 15.330 7.938 10.256
C 14.635 7.293 8.980
C 15.300 8.064 7.825
S 16.913 8.495 8.257
O 16.959 9.915 8.278
O 17.820 7.802 7.383
C 16.831 7.885 9.887
H 15.119 7.378 11.192
H 14.992 8.957 10.510
H 13.581 7.528 9.029
H 14.816 6.214 8.902
H 14.815 9.015 7.605
H 15.318 7.543 6.870
H 17.432 8.570 10.469
H 17.239 6.884 9.817
C 19.249 14.173 9.789
C 18.008 13.262 9.443
C 17.949 12.350 10.704
S 18.097 13.488 12.053
O 19.047 12.993 13.016
O 16.740 13.787 12.463
C 18.805 14.771 11.133
H 19.407 14.976 9.075
H 20.192 13.613 9.870
H 18.200 12.698 8.527
H 17.070 13.858 9.344
H 18.768 11.622 10.801
H 17.016 11.783 10.815
H 19.634 15.121 11.746
H 18.007 15.509 11.160
```

***

Entry 2:
C26H51Br14INO2 | ωB97M-V/def2-TZVPD

LUMO	1.58	eV
HOMO energy	-2.8	eV
energy	-1022064.163	eV
total charge	-1
HOMO-LUMO gap	0.1598	hartree

```
95
C26H51Br14INO2 (ωB97M-V/def2-TZVPD)
C 4.061 1.536 1.019
C 4.980 1.373 -0.346
C 5.219 -0.224 -0.773
O 4.658 -1.125 0.249
C 4.666 -2.532 -0.185
C 3.135 -3.139 -0.447
I 2.174 -3.378 1.498
C 2.339 -2.027 -1.412
C 0.974 -2.647 -2.025
C -0.444 -2.168 -1.428
C -0.483 -1.364 -0.026
N -1.439 -0.152 -0.004
C -1.342 0.507 1.373
C -1.000 0.912 -0.985
C 0.509 1.529 -1.156
O -1.955 1.386 -1.829
H 3.010 1.020 0.954
H 3.845 2.706 1.113
H 4.653 1.159 1.962
H 4.430 1.969 -1.211
H 6.037 1.841 -0.077
H 6.398 -0.354 -0.800
H 4.733 -0.346 -1.841
H 5.321 -2.682 -1.171
H 5.130 -3.168 0.712
H 2.264 -0.985 -0.892
H 3.087 -1.869 -2.331
H 0.970 -2.413 -3.196
H 1.018 -3.838 -1.959
H -1.115 -3.146 -1.284
H -1.007 -1.556 -2.285
H 0.525 -0.975 0.407
H -0.932 -2.103 0.797
H -1.289 -0.317 2.225
H -0.344 1.143 1.480
H -2.236 1.263 1.511
H 1.262 0.776 -1.689
H 0.425 2.449 -1.910
H 0.939 1.933 -0.144
Br -3.499 3.609 1.811
C -3.291 5.073 0.538
C -2.365 4.686 -0.592
Br -0.499 4.741 -0.027
H -2.945 5.942 1.104
H -4.299 5.267 0.161
H -2.435 5.408 -1.412
H -2.552 3.682 -0.983
Br 2.522 -7.814 1.761
C 1.272 -6.959 2.990
C -0.105 -7.572 2.883
Br -1.038 -6.940 1.291
H 1.289 -5.887 2.770
H 1.693 -7.127 3.985
H -0.733 -7.259 3.723
H -0.092 -8.664 2.834
Br -2.263 5.784 5.639
C -2.054 7.247 4.366
C -1.129 6.860 3.236
Br 0.737 6.915 3.802
H -1.709 8.116 4.932
H -3.063 7.441 3.989
H -1.199 7.582 2.417
H -1.315 5.856 2.846
Br -2.184 -0.599 -5.002
C -3.956 -0.901 -4.245
C -4.024 -2.227 -3.524
Br -4.169 -3.708 -4.784
H -4.673 -0.815 -5.066
H -4.110 -0.074 -3.546
H -4.927 -2.287 -2.910
H -3.151 -2.426 -2.896
Br -3.431 -3.075 2.326
C -3.514 -3.759 0.501
C -4.908 -4.231 0.157
Br -5.283 -5.968 0.962
H -2.757 -4.544 0.418
H -3.226 -2.914 -0.132
H -5.006 -4.390 -0.921
H -5.693 -3.547 0.491
Br 5.777 -0.899 3.946
C 7.599 -0.456 3.407
C 7.909 0.999 3.674
Br 7.093 2.152 2.329
H 7.698 -0.735 2.354
H 8.239 -1.104 4.012
H 8.984 1.185 3.593
H 7.557 1.346 4.649
Br -6.630 2.150 -3.657
C -5.542 2.870 -5.107
C -4.281 3.513 -4.577
Br -4.653 5.267 -3.810
H -6.177 3.559 -5.671
H -5.300 2.008 -5.735
H -3.574 3.702 -5.389
H -3.787 2.923 -3.800
```

***

Entry 3:
C26H51F4N5O9SSi2 | ωB97M-V/def2-TZVPD

LUMO	0.03	eV
HOMO energy	-8.1	eV
energy	-91125.338	eV
HOMO-LUMO gap	0.2974	hartree

```
98
C26H51F4N5O9SSi2 (ωB97M-V/def2-TZVPD)
C 1.913 1.015 2.976
C 2.471 1.770 1.662
C 2.531 0.814 0.373
O 3.573 0.146 0.171
O 1.356 0.783 -0.467
C 0.715 -0.491 -0.136
C -0.493 -0.884 -1.116
Si -2.036 0.292 -0.951
S -3.365 -0.268 -2.547
C -2.828 -0.205 0.762
C -2.046 0.420 2.005
O -2.346 0.037 3.169
F -1.043 1.430 1.901
O -1.414 1.890 -0.997
Si -2.576 3.149 -1.218
O -3.475 3.026 -2.728
C -1.487 4.744 -1.496
C -1.080 5.248 0.000
C 0.363 5.925 0.066
F 1.522 5.146 0.399
C 0.436 7.345 -0.190
F -0.208 8.270 0.683
F 1.189 7.775 -1.340
N -3.579 3.550 0.189
C -4.574 2.722 0.436
C -4.830 2.364 2.005
C -5.604 2.072 -0.594
H 1.030 1.603 3.413
H 1.515 -0.029 2.710
H 2.696 0.901 3.802
H 3.506 2.207 1.887
H 1.747 2.628 1.395
H 1.519 -1.319 -0.249
H 0.368 -0.526 0.954
H -0.851 -1.951 -0.893
H -0.133 -0.874 -2.218
H -3.814 -1.545 -2.167
H -3.958 -0.056 0.781
H -2.660 -1.351 0.824
H -3.076 3.658 -3.380
H -2.058 5.548 -2.089
H -0.516 4.442 -2.055
H -1.936 5.914 0.359
H -1.066 4.316 0.666
H -5.136 1.272 2.161
H -3.980 2.721 2.676
H -5.762 2.994 2.294
H -6.643 2.094 -0.075
H -5.399 0.946 -0.779
H -5.743 2.659 -1.571
C -3.938 7.084 -2.635
O -3.471 6.676 -1.586
N -4.372 8.356 -2.861
C -4.916 8.767 -4.139
C -4.286 9.328 -1.788
H -4.047 6.427 -3.514
H -4.305 9.579 -4.541
H -5.941 9.119 -3.993
H -4.920 7.938 -4.848
H -3.243 9.430 -1.480
H -4.869 8.972 -0.935
H -4.668 10.295 -2.116
C 6.403 -2.002 3.471
O 5.420 -1.407 3.878
N 6.507 -2.615 2.258
C 7.712 -3.305 1.846
C 5.376 -2.577 1.351
H 7.317 -2.091 4.081
H 8.093 -2.838 0.934
H 7.470 -4.352 1.647
H 8.478 -3.255 2.621
H 5.133 -1.536 1.127
H 4.514 -3.042 1.836
H 5.607 -3.107 0.427
C 5.314 -6.515 -0.288
O 6.101 -5.648 0.049
N 4.246 -6.330 -1.114
C 3.352 -7.412 -1.470
C 3.997 -5.007 -1.655
H 5.413 -7.554 0.066
H 3.366 -7.542 -2.556
H 2.340 -7.158 -1.144
H 3.657 -8.346 -0.994
H 4.867 -4.687 -2.233
H 3.847 -4.306 -0.830
H 3.113 -5.015 -2.294
C -0.144 -7.806 -0.377
O 0.074 -6.656 -0.717
N -0.571 -8.196 0.859
C -0.808 -9.587 1.187
C -0.793 -7.186 1.875
H -0.007 -8.650 -1.073
H -1.854 -9.709 1.483
H -0.158 -9.873 2.017
H -0.602 -10.232 0.331
H -1.548 -6.480 1.520
H 0.139 -6.643 2.051
H -1.130 -7.646 2.805
```

***

Entry 4:
C26H51N4O15 | ωB97M-V/def2-TZVPD

LUMO	-4.86	eV
HOMO energy	-11.7	eV
energy	-64453.938	eV
total charge	+1
HOMO-LUMO gap	0.2510	hartree

```
96
C26H51N4O15 (ωB97M-V/def2-TZVPD)
C -1.005 -2.907 -3.011
C -2.182 -2.046 -3.664
N -3.265 -1.700 -2.699
N -4.368 -2.568 -2.828
N -4.085 -3.846 -2.984
C -5.126 -4.678 -3.075
C -6.581 -4.264 -3.008
C -6.807 -2.815 -2.857
C -5.581 -1.945 -2.764
N -5.722 -0.531 -2.595
H -0.104 -2.948 -3.669
H -1.410 -3.963 -2.958
H -0.784 -2.602 -1.957
H -1.687 -1.067 -3.949
H -2.549 -2.482 -4.629
H -2.943 -1.683 -1.727
H -4.965 -5.782 -3.190
H -7.421 -4.991 -3.065
H -7.824 -2.369 -2.781
H -6.740 -0.382 -2.623
H -5.286 -0.113 -3.432
C -0.721 1.776 -1.567
C -1.142 1.474 -0.142
O -0.218 0.577 0.484
C 0.915 1.139 0.931
O 1.202 2.306 0.861
O 1.679 0.173 1.450
C 2.963 0.621 1.892
H -0.571 0.849 -2.128
H -1.476 2.380 -2.074
H 0.225 2.319 -1.592
H -2.112 0.971 -0.149
H -1.258 2.387 0.445
H 2.874 1.467 2.574
H 3.582 0.883 1.034
H 3.439 -0.200 2.425
C -2.529 6.797 -5.769
C -2.945 6.489 -4.344
O -2.019 5.587 -3.722
C -0.885 6.146 -3.277
O -0.595 7.311 -3.344
O -0.119 5.174 -2.763
C 1.166 5.620 -2.324
H -2.384 5.873 -6.335
H -3.286 7.404 -6.269
H -1.582 7.338 -5.795
H -3.914 5.987 -4.347
H -3.055 7.399 -3.752
H 1.080 6.465 -1.640
H 1.782 5.884 -3.184
H 1.640 4.795 -1.795
C -4.399 -5.550 -7.844
C -5.298 -5.938 -6.687
O -6.639 -6.161 -7.131
C -6.861 -7.353 -7.709
O -6.048 -8.225 -7.866
O -8.139 -7.391 -8.099
C -8.495 -8.580 -8.810
H -4.819 -4.701 -8.388
H -3.402 -5.286 -7.487
H -4.303 -6.370 -8.557
H -5.340 -5.116 -5.968
H -4.915 -6.812 -6.155
H -8.222 -9.474 -8.249
H -8.018 -8.583 -9.791
H -9.574 -8.573 -8.947
C 1.243 1.389 5.748
C 2.295 2.330 6.298
O 2.863 1.814 7.508
C 3.790 0.863 7.345
O 4.183 0.427 6.292
O 4.191 0.463 8.557
C 5.126 -0.616 8.533
H 0.494 1.161 6.509
H 0.745 1.830 4.882
H 1.685 0.439 5.442
H 1.834 3.285 6.554
H 3.075 2.537 5.562
H 5.975 -0.391 7.887
H 4.631 -1.533 8.208
H 5.496 -0.763 9.546
C 8.090 2.704 6.834
C 7.669 2.403 8.258
O 8.598 1.512 8.888
C 9.726 2.079 9.335
O 10.010 3.246 9.264
O 10.494 1.115 9.857
C 11.773 1.569 10.300
H 8.245 1.777 6.276
H 7.332 3.302 6.326
H 9.034 3.252 6.810
H 6.703 1.895 8.252
H 7.549 3.317 8.844
H 11.679 2.417 10.980
H 12.392 1.834 9.442
H 12.250 0.749 10.834
```

***

Entry 5:
C26H52B3Br24ClO4 | ωB97M-V/def2-TZVPD

LUMO	0.07	eV
HOMO energy	-8.0	eV
energy	-1731572.062	eV
HOMO-LUMO gap	0.2953	hartree

```
110
C26H52B3Br24ClO4 (ωB97M-V/def2-TZVPD)
O -4.972 -0.995 1.217
C -4.117 -1.754 0.886
Cl -2.916 -1.313 -0.337
C -3.992 -3.130 1.510
B -3.270 -2.909 2.914
O -3.998 -3.066 4.062
B -3.151 -3.009 5.164
O -2.275 -1.917 5.200
B -1.355 -2.227 4.104
O -1.915 -2.597 2.901
H -3.433 -3.825 0.882
H -4.998 -3.503 1.710
H -3.137 -3.864 5.985
H -0.199 -2.195 4.284
Br 0.394 -1.538 -1.086
C 0.426 -1.512 -3.030
C 0.205 -0.124 -3.564
Br -1.667 0.398 -3.451
H -0.320 -2.225 -3.369
H 1.417 -1.869 -3.306
H 0.449 -0.092 -4.625
H 0.776 0.632 -3.031
Br -8.732 2.641 0.443
C -7.011 1.962 1.052
C -6.604 2.579 2.363
Br -5.955 4.401 2.134
H -6.297 2.151 0.257
H -7.150 0.890 1.165
H -5.769 2.031 2.793
H -7.416 2.623 3.081
Br 2.657 -2.144 8.479
C 0.942 -1.489 9.128
C -0.221 -2.134 8.413
Br -0.419 -1.384 6.581
H 0.957 -0.410 9.016
H 0.929 -1.743 10.188
H -1.141 -1.933 8.936
H -0.106 -3.207 8.290
Br -1.636 -2.217 -7.076
C -0.199 -2.029 -8.377
C 1.138 -2.262 -7.732
Br 1.670 -0.728 -6.663
H -0.295 -1.041 -8.815
H -0.392 -2.782 -9.138
H 1.914 -2.375 -8.485
H 1.149 -3.124 -7.072
Br -3.599 -6.698 -5.930
C -5.088 -5.490 -6.258
C -4.748 -4.075 -5.877
Br -4.785 -3.819 -3.949
H -5.939 -5.882 -5.710
H -5.282 -5.560 -7.326
H -5.491 -3.384 -6.270
H -3.761 -3.774 -6.213
Br 3.539 2.213 -1.827
C 2.218 3.625 -1.600
C 1.531 3.519 -0.269
Br 0.214 2.089 -0.265
H 1.533 3.559 -2.441
H 2.780 4.554 -1.666
H 0.972 4.427 -0.056
H 2.217 3.323 0.546
Br 0.666 1.788 -9.470
C 1.841 1.879 -11.016
C 2.009 0.531 -11.663
Br 3.209 -0.609 -10.640
H 2.779 2.306 -10.675
H 1.359 2.571 -11.703
H 2.475 0.632 -12.641
H 1.072 -0.008 -11.764
Br 0.310 -6.029 10.307
C -1.458 -5.373 10.777
C -2.529 -5.993 9.919
Br -2.551 -5.210 8.139
H -1.425 -4.291 10.690
H -1.599 -5.649 11.820
H -3.514 -5.790 10.335
H -2.406 -7.064 9.791
Br 5.047 3.658 4.583
C 5.001 3.656 2.639
C 4.768 5.038 2.089
Br 2.904 5.581 2.270
H 4.235 2.947 2.342
H 5.977 3.286 2.330
H 4.970 5.059 1.020
H 5.365 5.797 2.584
Br -2.762 -0.955 7.569
C -3.507 0.338 8.863
C -4.678 1.064 8.254
Br -4.069 2.397 6.971
H -2.694 0.996 9.155
H -3.826 -0.244 9.729
H -5.239 1.621 9.003
H -5.350 0.398 7.725
Br 5.760 3.611 -5.037
C 4.254 4.789 -5.381
C 4.559 6.209 -4.980
Br 4.485 6.452 -3.051
H 3.402 4.370 -4.856
H 4.082 4.729 -6.454
H 3.808 6.886 -5.381
H 5.545 6.533 -5.298
Br 7.691 2.861 -0.471
C 8.838 2.969 -2.038
C 9.014 1.623 -2.688
Br 10.251 0.501 -1.690
H 9.775 3.410 -1.714
H 8.331 3.654 -2.715
H 9.460 1.734 -3.674
H 8.084 1.071 -2.772
```

***

Look up the energy of the first one.
-106875.100 eV

***

Number 4 is which compound?
C26H51N4O15

***

Look up the LUMO of the second one.
1.58 eV